# 1
Here is a cluster of 2 separate species, C3H12N2 in total in a non-equilibrium geometry from OMol25. Energies are from ωB97M-V/def2-TZVPD.

CARTESIAN COORDINATES (ANGSTROEM)
C  -0.838  1.060  2.108
C  -0.229  0.427  0.861
C  -1.136  -0.549  0.136
N  -0.458  -1.148  -1.002
H  -1.264  0.272  2.729
H  -1.707  1.655  1.736
H  -0.150  1.740  2.610
H  0.046  1.127  0.105
H  0.734  -0.094  1.052
H  -2.032  0.055  -0.242
H  -1.570  -1.320  0.888
H  -1.059  -1.662  -1.653
H  0.215  -1.770  -0.607
N  2.353  0.309  -1.697
H  2.356  0.848  -2.551
H  1.427  -0.137  -1.782
H  2.953  -0.472  -2.027

Calculated values
max |F|	2.65	eV Å⁻¹
E_tot	-6285.5941	eV
E_LUMO	1.13	eV
structure (SMILES)	CCCN.N
energy relative to the best compared isomer or geometry (same formula, charge and spin)	0.00	kcal per mole
E_HOMO	-9.468	eV

# 2
Here is a structure of composition C53H45F3NO9P2PbS3 in a non-equilibrium geometry from OMol25. Energies are from ωB97M-V/def2-TZVPD.

CARTESIAN COORDINATES (ANGSTROEM)
Pb  -0.313  -0.087  -0.239
O  0.209  2.945  4.257
S  -0.511  1.945  3.410
C  -1.229  0.804  4.721
C  -0.880  1.170  6.028
C  -1.206  0.339  7.120
C  -1.901  -0.821  6.891
C  -2.091  -1.238  5.597
C  -1.828  -0.433  4.451
P  -2.143  -0.970  2.719
C  -1.424  -2.579  2.490
C  -2.104  -3.598  1.790
C  -1.662  -4.909  1.787
C  -0.437  -5.177  2.410
C  0.277  -4.140  3.002
C  -0.252  -2.885  3.154
C  -3.940  -0.887  2.457
C  -4.455  0.311  1.894
C  -5.882  0.400  1.752
C  -6.717  -0.675  1.948
C  -6.158  -1.837  2.436
C  -4.810  -1.925  2.779
C  -2.129  2.759  2.916
C  -3.175  2.959  3.827
C  -4.346  3.566  3.515
C  -4.520  4.018  2.201
C  -3.458  3.881  1.268
C  -2.282  3.226  1.587
P  -0.980  2.803  0.266
C  -1.527  3.669  -1.247
C  -1.341  5.050  -1.410
C  -1.731  5.736  -2.587
C  -2.310  4.944  -3.617
C  -2.462  3.584  -3.475
C  -2.046  2.926  -2.340
C  0.386  3.850  0.936
C  0.231  5.073  1.552
C  1.343  5.774  1.979
C  2.634  5.302  1.815
C  2.813  3.999  1.312
C  1.691  3.332  0.892
H  -0.258  2.061  6.144
H  -0.899  0.671  8.092
H  -2.236  -1.507  7.658
H  -2.501  -2.192  5.441
H  -3.069  -3.372  1.260
H  -2.213  -5.688  1.316
H  -0.078  -6.218  2.348
H  1.278  -4.322  3.483
H  0.272  -2.116  3.772
H  -3.853  1.051  1.535
H  -6.208  1.331  1.386
H  -7.771  -0.702  1.856
H  -6.762  -2.647  2.668
H  -4.438  -2.838  3.191
H  -3.096  2.614  4.830
H  -5.179  3.611  4.173
H  -5.494  4.428  1.845
H  -3.497  4.175  0.234
H  -0.788  5.555  -0.585
H  -1.407  6.772  -2.749
H  -2.664  5.381  -4.523
H  -2.952  3.095  -4.281
H  -2.256  1.881  -2.147
H  -0.725  5.528  1.726
H  1.066  6.678  2.428
H  3.476  5.959  1.980
H  3.795  3.569  1.234
H  1.786  2.361  0.429
O  -3.323  -1.792  -0.464
S  -2.969  -0.703  -1.431
O  -1.512  -1.005  -1.944
O  -1.446  0.133  1.936
O  -2.684  0.549  -0.595
F  4.739  -0.330  1.088
C  4.023  -1.503  1.080
F  4.013  -1.891  2.357
F  4.827  -2.364  0.416
C  2.666  -1.300  0.383
O  2.495  -0.488  -0.504
O  1.847  -2.106  0.784
C  4.133  1.483  -2.773
N  2.724  1.116  -2.771
C  2.367  -0.179  -3.272
C  1.813  1.900  -2.295
O  0.644  1.637  -2.063
H  4.721  0.595  -2.789
H  4.406  1.997  -1.860
H  4.576  2.132  -3.563
H  2.758  -0.236  -4.355
H  1.365  -0.437  -3.156
H  2.971  -0.855  -2.639
H  2.249  2.923  -2.001
O  3.105  -2.642  -7.052
S  3.241  -3.857  -6.196
C  4.763  -3.762  -5.328
C  4.883  -3.269  -4.036
C  6.084  -3.243  -3.410
C  7.214  -3.813  -4.016
C  7.139  -4.279  -5.360
C  5.904  -4.298  -5.983
C  1.964  -3.641  -4.852
C  0.839  -2.915  -5.318
C  -0.219  -2.782  -4.477
C  -0.262  -3.445  -3.259
C  0.875  -4.128  -2.807
C  1.974  -4.275  -3.632
H  4.009  -2.853  -3.580
H  6.092  -2.945  -2.381
H  8.159  -3.689  -3.363
H  7.999  -4.594  -5.915
H  5.861  -4.746  -6.959
H  0.843  -2.427  -6.263
H  -1.072  -2.176  -4.774
H  -1.090  -3.326  -2.558
H  0.908  -4.524  -1.784
H  2.730  -4.965  -3.256

Calculated values
max |F|	4.84	eV Å⁻¹
E_tot	-140094.0224	eV
E_LUMO	2.30	eV
E_HOMO	-4.686	eV
charge	-1

# 3
Here is an isolated molecule of C5H8ClNS in a non-equilibrium geometry from OMol25. Energies are from ωB97M-V/def2-TZVPD.

CARTESIAN COORDINATES (ANGSTROEM)
N  0.253  -0.994  -1.107
C  0.058  -0.615  0.260
C  -1.288  -1.058  0.824
S  -2.420  0.112  -0.111
C  -1.034  1.311  -0.573
C  -0.022  0.906  0.462
C  1.240  0.145  0.765
Cl  2.763  0.131  -0.113
H  -0.600  -1.338  -1.547
H  0.990  -1.692  -1.189
H  -1.391  -0.886  1.895
H  -1.573  -2.101  0.569
H  -0.728  1.161  -1.583
H  -1.434  2.356  -0.450
H  -0.465  1.144  1.453
H  1.446  0.158  1.874

Calculated values
max |F|	1.53	eV Å⁻¹
E_tot	-30159.9951	eV
E_LUMO	0.75	eV
structure (SMILES)	N[C@]12CSC[C@@H]1[C@@H]2Cl
energy relative to the best compared isomer or geometry (same formula, charge and spin)	50.02	kcal per mole
E_HOMO	-8.591	eV

- Among the records above, which one has the lowest E_HOMO?
  C3H12N2

- Which formula does entry 2 have?
  C53H45F3NO9P2PbS3